Entry 1:
{"formula": "C4H9Cl8HgO", "method": "ωB97M-V with the def2-TZVPD basis set", "e_lumo_ha": [0.1689, 0.1673], "multiplicity": 2, "charge": -2, "homo_lumo_gap_ev": [3.18, 5.72], "total_energy_ha": -4067.95299, "homo_energy_ev": [1.4, -1.2], "elements": ["Cl", "H", "H", "C", "Cl", "C", "H", "Cl", "Hg", "Cl", "H", "H", "H", "H", "H", "C", "C", "Cl", "Cl", "O", "Cl", "Cl", "H"], "positions_angstrom": [[-1.771020, 0.150385, 1.919848], [0.198606, 3.150997, -1.515198], [-2.230462, 0.917643, 4.115336], [-2.779179, -1.216646, -2.639189], [-1.268434, 2.788520, 2.978158], [4.804149, -1.420842, -0.327850], [-2.594475, -0.370491, -3.301007], [5.156010, -1.434099, 1.432190], [0.532960, -0.602438, 0.508414], [-2.790235, -2.705893, -3.633464], [-0.917655, 2.710947, -0.313450], [-3.759344, -1.015740, -2.206738], [-1.173007, 2.023270, -1.777997], [4.916538, -2.463590, -0.624735], [5.507638, -0.751739, -0.823327], [-0.335993, 2.282783, -1.129805], [-2.293019, 1.291347, 3.093312], [0.214440, -3.232899, 1.317990], [1.734774, -0.447116, 2.964971], [0.527052, 1.209773, -0.850191], [3.120316, -1.050333, -0.596894], [-1.458880, -1.301419, -1.456078], [-3.340780, 1.487582, 2.865705]], "forces_ev_per_angstrom": [[-0.303, -0.676, -0.102], [0.265, 0.248, -0.569], [0.371, -0.030, -0.219], [0.170, 0.593, -0.356], [-0.717, -0.356, 0.246], [0.163, -0.969, 0.626], [0.261, -0.248, -0.115], [0.253, 0.195, -0.186], [0.386, -0.342, 0.597], [-0.438, 0.001, -0.191], [0.095, 0.001, 1.125], [0.106, -0.609, 0.296], [-0.148, -0.259, -1.024], [0.321, 0.278, -0.198], [-0.306, -0.004, 0.050], [0.459, -1.229, 0.776], [-0.245, 0.702, 0.384], [-0.205, -0.410, -0.156], [0.098, 0.413, 0.139], [-0.450, 1.539, -0.566], [0.212, 0.400, -0.558], [-0.555, 0.151, -0.091], [0.207, 0.613, 0.091]]}

***

Entry 2:
{"formula": "C2H4P2", "method": "ωB97M-V with the def2-TZVPD basis set", "e_lumo_ha": -0.0048, "smiles": "C#P.C=P", "homo_lumo_gap_ev": 9.20, "total_energy_ha": -761.16959, "homo_energy_ev": -9.3, "elements": ["H", "H", "C", "P", "H", "H", "C", "P"], "positions_angstrom": [[1.219916, 0.420166, -0.955573], [2.094765, -0.633770, 0.512033], [1.327209, -0.413184, -0.297944], [-0.503273, 1.992942, 0.850200], [-2.677480, 0.674685, 1.275968], [-0.220104, -1.302965, -1.800136], [-1.729105, 1.087367, 1.069871], [0.488072, -1.825241, -0.654418]], "forces_ev_per_angstrom": [[0.481, 0.746, 0.253], [-0.949, 1.340, -1.072], [0.531, -2.974, 0.652], [-0.718, -0.635, 0.166], [-0.483, -0.639, 0.057], [0.054, -0.229, 0.368], [1.006, 1.494, -0.087], [0.078, 0.897, -0.337]]}

***

Entry 3:
{"formula": "C4H8N2O", "method": "ωB97M-V with the def2-TZVPD basis set", "e_lumo_ha": [0.0167, 0.0159], "homo_lumo_gap_ev": [7.90, 7.87], "total_energy_ha": -341.88408, "homo_energy_ev": [-7.4, -7.4], "elements": ["H", "H", "H", "N", "C", "C", "H", "H", "H", "O", "C", "N", "C", "H", "H"], "positions_angstrom": [[0.077634, 1.763569, 0.785444], [-0.169377, -0.538514, -1.639537], [2.335581, 0.591470, 0.081642], [0.493774, -0.293123, 0.653634], [-0.448591, 0.835840, 0.540285], [1.818978, -0.121159, 0.709001], [0.669569, -2.339900, 0.392133], [2.370890, -0.821725, 1.318008], [-1.230698, 0.687386, 1.292610], [-2.039124, 1.873475, -0.890594], [0.014804, -1.551269, 0.735093], [-0.687158, 0.303673, -1.843012], [-1.157955, 1.039450, -0.803450], [-0.832684, -1.770784, 1.372161], [-1.215642, 0.341612, -2.703417]], "forces_ev_per_angstrom": [[-0.047, -0.182, -0.046], [-0.068, 0.058, -0.040], [-0.244, 0.317, 0.179], [0.073, -0.118, -0.001], [0.009, 0.002, 0.109], [0.150, 0.128, -0.055], [0.017, 0.063, 0.250], [-0.010, -0.127, -0.354], [0.129, 0.004, -0.121], [0.348, -0.282, 0.026], [-0.143, -0.051, 0.154], [-0.144, -0.004, -0.012], [0.018, 0.024, 0.017], [-0.180, 0.168, -0.255], [0.092, 0.001, 0.150]]}

***

Entry 4:
{"formula": "C14H21Cl3O3P2Sc", "method": "ωB97M-V with the def2-TZVPD basis set", "e_lumo_ha": -0.1169, "charge": 1, "homo_lumo_gap_ev": 8.34, "total_energy_ha": -3595.76540, "homo_energy_ev": -11.5, "elements": ["C", "H", "C", "H", "H", "Cl", "H", "C", "H", "H", "H", "C", "H", "Sc", "H", "H", "H", "H", "P", "H", "H", "C", "P", "O", "H", "C", "O", "C", "Cl", "H", "C", "Cl", "C", "C", "C", "H", "H", "C", "H", "C", "C", "H", "H", "O"], "positions_angstrom": [[-2.625217, -3.255428, 3.017365], [3.970125, 0.468150, -1.931696], [-2.261716, -2.633508, 4.201229], [-3.401089, 0.886251, 1.485498], [4.751305, 1.243906, 0.621228], [-2.862626, -3.243355, 5.703804], [0.699688, 2.966317, -2.411200], [-3.577428, 1.319357, 0.497775], [-1.774875, -0.100100, -3.549249], [-0.886601, 2.608722, -3.061906], [2.890225, -1.374591, 1.393788], [3.740768, 1.534201, 0.913455], [-0.695740, -1.470434, -3.274626], [-0.216618, 0.621547, 0.273175], [-1.154030, -1.035521, 5.131844], [3.601955, 2.595469, 0.709656], [2.933335, 1.878834, -1.956030], [-0.351344, -0.316675, -4.585202], [2.519276, 0.558463, 0.000761], [3.625169, 1.371752, 1.984554], [-3.386940, 0.529777, -0.232667], [2.943704, 0.803067, -1.763175], [0.241002, 0.581789, -2.422760], [-3.002318, 3.623038, 0.141126], [-4.614135, 1.633782, 0.427930], [-1.427686, -1.525638, 4.209313], [-1.329171, 2.148219, 0.278858], [0.152561, 2.279353, -3.056623], [-2.606873, -3.540687, 0.333105], [2.239381, -1.849045, -0.169546], [1.977397, 0.074280, -2.701361], [0.076463, 0.344515, 2.919722], [2.945740, -1.179831, 0.322313], [-1.301883, -1.669137, 1.763040], [-2.660422, 2.490894, 0.285503], [0.553840, 2.338487, -4.069879], [2.246275, 0.255156, -3.744886], [-0.734326, -0.422144, -3.568941], [3.956109, -1.403741, -0.024892], [-2.149044, -2.773933, 1.807917], [-0.977677, -1.085280, 2.983855], [-3.281433, -4.113607, 3.037891], [2.030514, -1.006688, -2.547879], [-0.815631, -1.155987, 0.627800]], "forces_ev_per_angstrom": [[0.023, 0.018, -0.036], [-0.002, -0.018, -0.007], [-0.022, -0.008, 0.171], [0.005, 0.050, 0.030], [0.004, 0.022, 0.020], [0.015, 0.013, -0.060], [0.022, -0.028, 0.015], [-0.132, -0.140, 0.073], [0.000, 0.021, 0.021], [-0.010, -0.022, 0.010], [-0.015, 0.021, 0.006], [0.155, -0.011, -0.023], [0.014, 0.003, 0.015], [0.293, 0.313, -0.240], [0.011, 0.007, -0.008], [-0.017, -0.004, -0.007], [-0.026, 0.007, -0.002], [-0.032, -0.024, -0.009], [-0.282, 0.010, 0.059], [-0.029, -0.016, -0.001], [0.020, 0.041, -0.060], [0.122, 0.028, -0.038], [-0.061, 0.027, 0.349], [-0.132, 0.059, -0.054], [0.002, 0.016, 0.002], [-0.070, -0.113, -0.123], [-0.681, -0.180, -0.036], [0.003, 0.054, -0.138], [0.030, 0.050, 0.008], [-0.008, 0.018, -0.018], [0.031, -0.031, -0.110], [-0.117, -0.217, 0.064], [0.148, -0.049, 0.011], [0.179, 0.198, -0.245], [0.749, 0.105, 0.031], [-0.017, 0.015, 0.001], [0.015, 0.016, 0.006], [0.036, -0.024, -0.149], [-0.004, -0.010, 0.013], [-0.082, -0.149, 0.085], [0.157, 0.221, 0.232], [0.002, -0.002, -0.029], [0.001, -0.003, 0.013], [-0.298, -0.285, 0.157]]}